Entry 1:
C33H45NO3P2Zr as an isolated structure, computed with ωB97M-V/def2-TZVPD.

Geometry as XYZ:
```
85
Properties=species:S:1:pos:R:3:forces:R:3
Zr 0.057701 0.244613 0.397875 1.432 0.023 -0.113
C 4.576973 -1.583171 0.325682 0.039 -0.020 -0.022
C 4.162575 -0.134669 0.050684 0.091 -0.036 0.057
C 5.178147 0.606423 -0.817365 0.101 -0.032 0.014
P 2.469300 -0.099780 -0.629437 -0.026 0.010 -0.019
C 2.201932 -1.346555 -1.946372 -0.004 -0.102 -0.211
C 0.682201 -1.432760 -2.154101 0.110 0.030 0.004
C 2.936667 -1.246928 -3.282233 0.026 -0.069 -0.052
C 2.065420 1.555550 -1.262626 0.023 0.034 0.007
C 2.402271 1.990576 -2.558483 -0.040 -0.095 0.010
C 2.018011 3.224271 -3.036036 -0.037 0.115 -0.047
C 2.441706 3.716418 -4.391584 -0.015 -0.038 0.023
C 1.216390 4.028214 -2.206430 0.000 0.057 -0.087
C 0.866613 3.639544 -0.938487 0.004 -0.018 -0.067
C 1.328569 2.418449 -0.427114 -0.043 -0.084 0.619
N 0.979862 1.975749 0.891194 -0.266 0.380 0.196
C 0.790363 2.862992 1.994394 0.255 -0.271 -0.474
C 1.345471 4.129165 2.075112 0.114 0.142 0.074
C 1.118838 4.913558 3.198800 0.027 0.002 -0.043
C 0.347754 4.468083 4.268259 0.001 0.015 0.031
C 0.086988 5.340668 5.467381 0.022 -0.036 -0.039
C -0.170266 3.178512 4.186061 -0.025 0.051 0.113
C 0.048295 2.375688 3.072082 -0.119 -0.022 0.266
P -0.555831 0.680170 2.951047 0.189 0.390 -0.079
C -2.242174 0.612176 3.629718 -0.102 -0.109 0.097
C -3.177368 1.567446 2.891392 -0.025 0.003 -0.034
C -2.766284 -0.827591 3.625154 -0.020 0.003 0.026
C 0.536500 -0.373529 3.973695 0.012 -0.088 0.092
C 1.901284 -0.460264 3.289027 0.085 -0.029 0.003
C 0.656072 0.080114 5.424972 0.044 -0.046 0.055
H 5.493535 -1.591939 0.915652 -0.007 0.004 -0.021
H 3.822697 -2.146901 0.880095 -0.007 0.040 0.009
H 4.782481 -2.114870 -0.605445 -0.002 0.009 0.019
H 4.064451 0.392903 1.004420 -0.017 0.029 0.021
H 5.319048 0.118061 -1.782576 -0.017 0.001 0.017
H 4.901328 1.645643 -0.990959 -0.032 -0.010 0.018
H 6.143169 0.598525 -0.307612 -0.015 0.015 -0.025
H 2.520598 -2.268761 -1.450066 0.010 -0.023 0.027
H 0.273092 -0.487559 -2.526221 -0.035 0.019 0.009
H 0.415635 -2.199467 -2.882368 0.062 0.010 -0.037
H 0.168788 -1.742465 -1.232944 -0.084 -0.056 -0.005
H 2.500317 -0.482427 -3.923035 -0.005 0.002 0.007
H 4.001868 -1.047890 -3.172775 -0.016 0.012 0.034
H 2.838195 -2.197200 -3.809472 -0.003 0.010 0.008
H 3.017203 1.362799 -3.186472 0.000 -0.023 0.014
H 2.933893 2.934137 -4.966844 0.005 0.000 0.019
H 1.585210 4.072391 -4.965478 -0.003 -0.004 0.032
H 3.136480 4.552365 -4.294666 -0.007 -0.006 0.006
H 0.866662 4.984084 -2.579830 0.012 -0.019 0.001
H 0.237460 4.273022 -0.328985 0.013 -0.015 0.020
H 1.966417 4.510104 1.275511 -0.011 -0.006 0.006
H 1.560390 5.902290 3.242795 -0.011 -0.024 -0.007
H 0.705393 6.236051 5.442555 -0.009 -0.009 -0.011
H -0.956856 5.657363 5.500012 0.006 -0.012 -0.010
H 0.300199 4.812789 6.397420 -0.012 -0.020 -0.020
H -0.757048 2.798841 5.016992 0.013 0.012 -0.024
H -2.131012 0.949082 4.664926 -0.099 0.008 0.035
H -3.308056 1.274930 1.846519 0.028 -0.021 -0.006
H -4.163310 1.531353 3.356017 0.013 0.023 0.008
H -2.826472 2.598604 2.919806 0.017 0.000 -0.001
H -2.778670 -1.244481 2.616141 0.006 0.031 -0.012
H -2.180953 -1.488924 4.264391 0.001 0.020 0.000
H -3.790167 -0.838436 4.000155 0.014 0.007 0.010
H 0.062694 -1.359348 3.939543 0.034 -0.044 0.030
H 2.356255 0.525491 3.169478 -0.016 0.020 0.013
H 2.584713 -1.076527 3.875135 -0.021 0.016 0.027
H 1.849078 -0.937525 2.298742 -0.050 0.015 -0.043
H 1.126670 1.061534 5.495869 0.002 -0.002 -0.024
H -0.308096 0.119683 5.933512 -0.004 -0.002 -0.033
H 1.281436 -0.628738 5.970303 -0.016 0.022 0.010
O -3.462850 2.350244 -1.833947 -0.029 -0.029 0.002
C -4.217972 1.295655 -1.486402 0.049 0.140 -0.058
C -5.576837 1.242045 -1.788086 -0.025 -0.010 -0.001
C -6.330229 0.150773 -1.413352 -0.058 -0.074 0.021
C -5.761263 -0.928831 -0.725156 0.000 0.108 -0.055
C -4.427073 -0.884665 -0.422838 -0.010 0.036 -0.007
C -3.628593 0.223388 -0.793116 -0.135 -0.281 0.072
C -2.244909 0.170383 -0.438217 0.127 -0.073 -0.211
O -1.365670 1.085466 -0.761324 -0.954 -0.043 -0.248
O -1.757422 -0.815058 0.253780 -0.627 0.000 -0.058
H -4.006803 2.992725 -2.307652 0.030 0.014 0.005
H -6.035570 2.066234 -2.321934 0.005 -0.008 0.009
H -7.384120 0.131565 -1.660900 0.018 0.001 0.002
H -6.363543 -1.780851 -0.444848 -0.001 0.018 -0.007
H -3.957040 -1.706590 0.097980 0.021 0.011 0.009
```
Positions in Å, forces in eV/Å.

**DFT total energy**: -62432.604 eV
**LUMO level**: -6.002 eV
**Total charge**: +2
**Kohn-Sham gap**: 7.10 eV
**Multiplicity**: 1

Entry 2:
One molecule with the formula C2H4BrNO2, computed with ωB97M-V/def2-TZVPD.

Geometry as XYZ:
```
10
Properties=species:S:1:pos:R:3:forces:R:3
C -0.867659 0.625137 0.088711 -1.966 0.777 0.644
C 0.442919 0.167246 -0.433129 -1.404 -1.510 0.072
N 0.631984 -1.219082 0.133664 -0.228 8.433 -6.011
O 0.212913 -2.111024 -0.593462 -1.825 -5.743 -2.452
O 1.073148 -1.260902 1.228317 2.776 -2.606 8.355
Br 1.740278 1.346592 0.237100 1.121 0.432 -0.128
H -0.809396 0.351076 1.137019 -0.699 0.061 0.331
H -1.851138 0.360098 -0.375260 1.172 -0.924 0.122
H -0.978524 1.687841 0.065485 0.398 0.908 0.035
H 0.405474 0.053017 -1.488446 0.655 0.172 -0.966
```
Positions in Å, forces in eV/Å.

**DFT total energy**: -77759.141 eV
**LUMO level (spin up / spin down)**: 0.853 / -3.737 eV
**Total charge**: 0
**Kohn-Sham gap (spin up / spin down)**: 8.74 / 6.96 eV
**Multiplicity**: 3

Entry 3:
C56H54N2O4P2PdSSb as an isolated structure, computed with ωB97M-V/def2-TZVPD.

Geometry as XYZ:
```
121
Properties=species:S:1:pos:R:3:forces:R:3
Pd -0.594628 0.259161 -1.126093 -0.215 1.003 0.689
C 3.665972 5.594061 3.293807 0.380 -0.425 -0.211
S 5.051672 4.662661 2.580407 -0.007 -0.041 0.071
C 4.322972 2.995461 2.668607 0.060 0.492 -0.114
C 3.278072 2.752961 1.592707 -0.115 -0.115 0.112
C 2.333172 1.624261 2.026307 0.260 0.169 0.028
N 1.500272 1.078361 0.972707 -0.163 -0.171 -0.112
P 1.974672 -0.287839 0.011407 0.682 0.456 0.458
C 3.768072 0.127461 -0.200193 -0.134 -0.144 0.000
C 4.786072 -0.190639 0.692407 0.068 0.052 -0.016
C 6.079772 0.243661 0.461507 0.148 -0.015 0.107
C 6.378472 0.995361 -0.662493 0.056 0.055 -0.076
C 5.378272 1.286461 -1.576093 0.056 0.103 -0.120
C 4.086972 0.848861 -1.345393 -0.092 -0.072 -0.025
C 2.202972 -1.640439 1.217107 -0.020 0.074 -0.070
C 2.952172 -2.732739 0.782007 0.004 0.122 0.040
C 3.052372 -3.868439 1.557907 0.060 -0.132 -0.026
C 2.394972 -3.937839 2.775307 0.043 -0.095 0.065
C 1.655172 -2.856839 3.218207 -0.026 -0.071 0.120
C 1.559972 -1.715939 2.442007 0.058 0.158 -0.072
P 0.120372 1.843961 0.328107 -0.038 -0.487 -0.203
C 0.683372 3.546161 -0.061993 -0.101 -0.129 -0.036
C 1.290672 3.663261 -1.306893 -0.046 -0.129 -0.001
C 1.783072 4.876461 -1.744793 0.082 0.108 -0.063
C 1.655872 5.997461 -0.938293 0.072 0.075 -0.056
C 1.049672 5.892261 0.303107 -0.022 0.148 0.082
C 0.564172 4.672561 0.744107 -0.054 -0.051 -0.062
C -0.987528 2.165061 1.737807 -0.112 -0.053 -0.151
C -2.091428 2.971261 1.453007 0.167 0.038 0.012
C -3.095928 3.145661 2.382307 -0.078 0.064 0.042
C -3.010828 2.522261 3.618307 -0.059 -0.059 0.080
C -1.932828 1.702161 3.902307 -0.105 -0.013 0.172
C -0.937528 1.508061 2.960907 0.173 0.066 -0.218
H 3.948872 6.640761 3.291107 -0.033 0.132 0.033
H 3.504772 5.248161 4.311407 -0.135 0.101 0.102
H 2.775472 5.449061 2.688907 -0.135 0.078 0.017
H 3.892872 2.898261 3.666507 -0.003 -0.111 0.099
H 5.150472 2.294061 2.576007 0.015 -0.065 0.057
H 3.764672 2.503261 0.651407 0.009 0.046 0.008
H 2.696672 3.657661 1.423507 0.126 -0.017 0.012
H 1.691172 2.010061 2.827207 0.106 -0.097 0.086
H 2.930472 0.799561 2.427207 -0.072 0.044 0.189
H 4.576272 -0.782639 1.572807 -0.041 -0.008 0.046
H 6.862172 -0.007339 1.164807 0.063 -0.004 0.065
H 7.387772 1.344761 -0.832493 0.052 -0.008 -0.016
H 5.604772 1.849761 -2.469993 0.028 0.055 -0.068
H 3.296472 1.067161 -2.052793 -0.022 0.043 -0.106
H 3.455072 -2.678839 -0.174993 0.051 -0.066 -0.034
H 3.633472 -4.709339 1.206807 0.018 -0.079 -0.036
H 2.455972 -4.837239 3.370607 0.002 -0.066 0.067
H 1.141672 -2.909239 4.168007 -0.060 0.011 0.078
H 0.970472 -0.877239 2.778407 -0.068 0.068 0.051
H 1.355472 2.770561 -1.921193 0.004 0.052 -0.104
H 2.252472 4.952261 -2.715693 0.037 0.019 -0.051
H 2.022972 6.955061 -1.280893 0.039 0.050 -0.007
H 0.955572 6.767161 0.934107 -0.006 0.037 0.010
H 0.101672 4.601161 1.719107 -0.055 -0.038 0.065
H -2.150028 3.454261 0.482807 -0.080 -0.002 -0.001
H -3.958728 3.750661 2.143707 -0.052 0.089 -0.031
H -3.797328 2.658361 4.345907 -0.063 0.005 0.076
H -1.869628 1.198661 4.858007 -0.025 -0.040 0.031
H -0.124428 0.830461 3.171807 0.082 -0.028 0.035
C -5.012328 1.750561 -0.495593 0.040 -0.075 -0.008
C -5.747028 0.455461 -0.319093 -0.035 0.097 -0.011
C -7.136128 0.491161 -0.292693 -0.086 0.044 -0.020
C -7.885328 -0.663539 -0.175093 -0.109 0.011 0.038
C -7.236228 -1.876639 -0.052393 -0.202 -0.132 -0.002
C -5.854228 -1.914439 -0.051593 -0.081 -0.217 -0.036
C -5.088328 -0.769739 -0.205493 0.549 -0.201 0.167
Sb -2.884528 -0.954939 -0.024593 -0.601 0.071 0.020
C -2.548828 -0.750539 -2.217493 0.103 -0.023 0.811
C -2.454428 0.612161 -2.573293 -0.413 0.316 0.313
C -2.129828 0.992961 -3.875493 0.036 -0.016 -0.340
C -1.889528 0.024161 -4.832493 0.000 0.387 0.115
C -1.962928 -1.312039 -4.482393 -0.141 -0.301 0.260
C -2.274628 -1.718839 -3.186593 0.035 -0.080 -0.596
C -2.311228 -3.187039 -2.895493 0.035 0.019 0.034
C -2.865728 -3.002039 0.766507 -0.210 0.474 -0.534
C -3.317328 -4.125239 0.095907 -0.113 -0.150 -0.027
C -3.199028 -5.388139 0.653207 -0.057 -0.181 -0.113
C -2.626528 -5.538839 1.899907 0.001 -0.120 -0.007
C -2.205128 -4.419139 2.591507 0.013 -0.022 0.051
C -2.322728 -3.149839 2.044307 0.003 -0.040 0.107
C -1.857028 -1.967339 2.834807 -0.045 0.058 -0.074
H -5.564428 2.573461 -0.046093 -0.035 0.104 0.044
H -4.897828 1.960861 -1.559793 0.123 0.098 -0.013
H -4.028928 1.694961 -0.029893 0.065 0.124 -0.061
H -7.639928 1.446561 -0.360893 -0.031 0.115 -0.035
H -8.964828 -0.611539 -0.161493 -0.096 -0.001 -0.007
H -7.804328 -2.790639 0.048907 -0.042 -0.095 0.036
H -5.359528 -2.862739 0.081607 -0.057 -0.119 0.012
H -2.747828 1.394961 -1.867793 0.065 -0.311 -0.280
H -2.087628 2.043561 -4.137793 0.033 0.004 0.055
H -1.643528 0.305261 -5.846593 0.039 0.038 -0.084
H -1.767528 -2.067939 -5.231393 0.052 -0.092 -0.042
H -1.686728 -3.729539 -3.603993 0.020 -0.060 -0.017
H -3.333128 -3.564039 -2.992193 -0.006 -0.041 0.060
H -1.945228 -3.401339 -1.894493 -0.035 -0.081 -0.036
H -3.777228 -4.034639 -0.878093 0.034 -0.002 0.000
H -3.543628 -6.253639 0.103607 -0.015 -0.052 -0.048
H -2.502628 -6.523339 2.330507 -0.017 -0.051 0.033
H -1.767128 -4.530439 3.575607 0.046 0.018 0.056
H -1.426328 -2.278939 3.785707 0.030 0.014 0.049
H -2.688928 -1.284939 3.026707 0.113 0.087 0.070
H -1.103528 -1.441439 2.249907 0.043 0.154 0.096
O 0.210572 -4.130139 -0.650793 0.133 -0.486 -0.029
C 0.278472 -2.930039 -0.895893 0.170 0.002 -0.382
O -0.298428 -2.001639 -0.272893 -0.363 0.389 0.047
C 1.167772 -2.521239 -2.098193 -0.279 -0.229 -0.043
C 0.979872 -1.352539 -2.841093 -0.094 -0.166 0.055
C 1.782072 -1.077139 -3.929493 0.339 -0.050 -0.381
C 2.801472 -1.965039 -4.278293 -0.989 -0.342 1.338
C 2.990972 -3.140839 -3.551593 0.330 0.209 -0.421
C 2.166772 -3.414839 -2.483293 -0.227 0.172 0.114
N 3.658372 -1.676939 -5.378893 0.813 0.267 -1.117
O 4.516472 -2.497739 -5.679693 -0.187 0.175 0.085
O 3.503472 -0.623939 -5.984493 -0.017 -0.205 0.190
H 0.194372 -0.616439 -2.566293 0.604 -0.668 -0.653
H 1.632972 -0.184939 -4.520893 -0.005 0.018 0.019
H 3.784072 -3.814339 -3.842893 -0.019 -0.005 0.008
H 2.274372 -4.328739 -1.915993 -0.030 -0.028 0.015
```
Positions in Å, forces in eV/Å.

**DFT total energy**: -109549.256 eV
**LUMO level**: 1.754 eV
**Total charge**: -1
**Kohn-Sham gap**: 5.89 eV
**Multiplicity**: 1